Entry 1:
ORCA calculation (ωB97M-V with the def2-TZVPD basis set) on C16H19AuN2OS as an isolated structure.

Calculated values
Gap between HOMO and LUMO (spin up / spin down) in eV: 4.237 / 4.236
LUMO (spin up / spin down) in eV: -10.99 / -10.99
Net charge: +2

Last column: Löwdin charge in e.
Geometry (Å):
Au 0.7949 0.3588 -0.1044  0.83
C 1.0734 1.8088 -1.7094  -0.21
C 1.4287 0.5337 -2.1626  -0.22
C 0.2608 0.0215 -2.9500  0.09
C -0.7334 0.9754 -2.9901  -0.02
C -0.2970 2.0546 -2.2223  0.10
H 1.7384 2.5965 -1.3848  0.13
H 2.4362 0.1556 -2.2678  0.13
H 0.2288 -0.9596 -3.4060  0.15
H -1.6920 0.8886 -3.4762  0.14
H -0.8616 2.9579 -2.0231  0.15
C -2.9895 -5.0417 1.6873  -0.08
C -1.6064 -4.5994 1.2220  -0.22
C -1.0657 -3.4083 2.0009  -0.17
N -1.9113 -2.2277 1.7614  0.07
C -1.5477 -0.9881 1.6177  -0.68
S 0.1476 -0.5396 1.8662  0.68
N -2.4276 0.0127 1.4133  0.11
C -3.8826 0.0171 1.5072  -0.36
O -4.3738 0.9879 1.9956  0.18
C -4.6174 -1.1381 0.9535  -0.19
C -4.1851 -1.7966 -0.2011  -0.06
C -4.9515 -2.8175 -0.7373  -0.06
C -6.1375 -3.1908 -0.1140  -0.04
C -6.5684 -2.5388 1.0329  -0.03
C -5.8194 -1.4998 1.5633  0.01
H -3.2950 -5.9473 1.1669  0.09
H -3.7627 -4.2938 1.4857  0.05
H -2.9940 -5.2575 2.7563  0.09
H -1.6178 -4.3586 0.1557  0.11
H -0.8953 -5.4163 1.3503  0.12
H -0.0445 -3.1603 1.7200  0.09
H -1.0847 -3.6133 3.0741  0.14
H -2.9103 -2.4206 1.7234  0.13
H -2.0592 0.9427 1.5720  0.13
H -3.2666 -1.4894 -0.6888  0.11
H -4.6373 -3.3193 -1.6420  0.12
H -6.7331 -3.9910 -0.5326  0.12
H -7.4953 -2.8303 1.5070  0.12
H -6.1541 -0.9626 2.4404  0.13

---

Entry 2:
ORCA calculation (ωB97M-V with the def2-TZVPD basis set) on C16H19B11Br6MgN4O2S as an isolated structure.

Calculated values
Gap between HOMO and LUMO (spin up / spin down) in eV: 3.127 / 2.840
Energy relative to the best compared isomer or geometry (same formula, charge and spin) in kcal/mol: 0.0
LUMO (spin up / spin down) in eV: -9.91 / -10.20
Net charge: +2

Last column: Löwdin charge in e.
Geometry (Å):
Mg -1.1550 0.4392 -1.0579  0.40
Br -0.5888 1.7208 -3.4879  1.01
B 1.0584 2.5532 -2.8426  -0.85
B 2.1377 3.6065 -3.8400  -0.20
C 3.6630 3.3403 -3.1542  0.07
B 2.6596 1.9780 -3.3145  -0.20
B 3.7497 2.1926 -1.8990  -0.21
B 3.8783 3.9348 -1.5848  -0.21
B 2.8902 4.7936 -2.7664  -0.21
B 1.1499 4.3147 -2.5390  -0.87
Br -0.2952 5.4881 -2.9148  1.06
B 2.2672 4.5328 -1.0882  -0.86
Br 2.0932 5.9587 0.1487  1.09
B 2.7888 2.8682 -0.5665  -0.89
Br 3.1596 2.4460 1.2743  0.94
B 2.0629 1.6968 -1.6752  -0.84
Br 1.5406 -0.1146 -1.1110  1.01
B 1.1364 3.1223 -1.1733  -0.91
Br -0.4326 2.9583 -0.0193  0.98
H 1.9814 3.8447 -4.9803  0.18
H 4.5136 3.4004 -3.8178  0.20
H 2.8637 1.1412 -4.1149  0.18
H 4.6897 1.5020 -1.7503  0.18
H 4.8914 4.3942 -1.2056  0.17
H 3.2365 5.8354 -3.1864  0.18
S -2.0847 -1.2669 5.4210  1.30
C -1.7348 -0.8559 3.7426  -0.46
C -0.4677 -0.4585 3.3282  -0.03
C -0.3212 -0.0702 2.0081  -0.10
N -1.3344 -0.0694 1.1356  0.03
C -2.5503 -0.4316 1.5534  -0.05
C -2.8043 -0.8241 2.8593  -0.02
C -0.9502 -2.4441 5.8876  -0.48
C -0.1117 -3.1728 5.0196  -0.02
C 0.7154 -4.1148 5.5870  -0.07
N 0.7574 -4.3648 6.9047  0.14
C -0.0395 -3.6834 7.7238  -0.07
C -0.9227 -2.7167 7.2761  -0.03
H 0.3778 -0.4269 4.0012  0.13
H 0.6425 0.2590 1.6381  0.08
H -3.3404 -0.3908 0.8137  0.12
H -3.8064 -1.1015 3.1570  0.13
H -0.1358 -3.0287 3.9495  0.12
H 1.3718 -4.7139 4.9686  0.13
H 0.0267 -3.9225 8.7776  0.13
H -1.5628 -2.1819 7.9661  0.12
C -2.1204 -4.4585 -3.8016  0.00
N -2.4680 -3.1935 -3.1544  -0.04
C -3.7251 -2.7050 -3.1709  -0.03
C -4.0685 -1.5334 -2.5742  0.03
C -3.0171 -0.8194 -1.9342  -0.51
O -3.1462 0.3172 -1.3431  -0.12
N -1.7635 -1.3159 -1.9251  0.09
C -1.4238 -2.5056 -2.5053  -0.50
O -0.3111 -2.9861 -2.4584  0.07
H -3.0099 -4.8647 -4.2746  0.09
H -1.7368 -5.1589 -3.0634  0.10
H -1.3471 -4.2889 -4.5470  0.10
H -4.4534 -3.3084 -3.6967  0.14
H -5.0741 -1.1470 -2.6031  0.12